# 1
This record from OMol25 describes a 2-piece molecular cluster, C3H12NO3 overall in a non-equilibrium geometry. The level of theory is the ωB97M-V functional and the def2-TZVPD basis.

Results
Charge: +1
LUMO level: -3.04 eV
ΔE to the lowest compared entry with this formula, charge and spin: 25.1 kcal/mol
Orbital gap: 0.42329 Ha
Molar mass: 110.1 g/mol

Element x y z (Å)
C  0.90  0.29  -1.04
O  2.27  0.74  -0.85
C  0.15  0.96  0.12
C  -1.21  0.25  0.29
O  -1.55  0.57  1.69
N  0.91  0.78  1.47
H  0.82  -0.83  -1.11
H  0.48  0.78  -1.97
H  2.73  0.48  -1.66
H  0.09  2.03  -0.06
H  -1.95  0.46  -0.46
H  -0.96  -0.87  0.46
H  -2.51  0.67  1.76
H  1.14  1.63  1.96
H  0.35  0.14  2.03
H  1.85  0.40  1.27
H  -1.82  -2.70  -1.75
H  -0.61  -3.29  -0.96
O  -1.07  -2.48  -1.19

# 2
This record from OMol25 describes a 3-piece molecular cluster, C3H12NO3S overall in a non-equilibrium geometry. The level of theory is the ωB97M-V functional and the def2-TZVPD basis.

Results
Charge: -1
LUMO level: 3.25 eV
ΔE to the lowest compared entry with this formula, charge and spin: 6.5 kcal/mol
Orbital gap: 0.28976 Ha
Molar mass: 142.2 g/mol

Element x y z (Å)
C  -0.41  0.16  -1.56
O  0.76  0.77  -2.05
C  -0.65  0.33  -0.05
C  -2.11  0.10  0.25
S  -2.58  -0.62  1.89
N  -0.29  1.70  0.37
H  -1.22  0.69  -2.09
H  -0.36  -0.91  -1.81
H  0.08  -0.31  0.44
H  -2.56  -0.66  -0.39
H  -2.70  1.01  0.24
H  -2.46  0.49  2.68
H  -0.12  2.29  -0.43
H  0.60  1.65  0.83
H  1.99  -1.63  0.82
H  3.05  -2.51  1.39
O  2.13  -2.30  1.57
H  1.47  0.45  -1.44
H  3.15  -0.29  -0.47
O  2.22  -0.41  -0.20

# 3
This record from OMol25 describes a 3-piece molecular cluster, C3H12NO3S overall in a non-equilibrium geometry. The level of theory is the ωB97M-V functional and the def2-TZVPD basis.

Results
Charge: +1
LUMO level: -3.33 eV
ΔE to the lowest compared entry with this formula, charge and spin: 5.1 kcal/mol
Orbital gap: 0.36729 Ha
Molar mass: 142.2 g/mol

Element x y z (Å)
O  1.51  -1.21  0.27
C  1.15  -0.98  -0.86
C  0.96  0.49  -1.25
C  -0.53  0.86  -1.53
S  -1.65  -0.58  -1.30
N  1.48  1.34  -0.12
H  1.07  -1.81  -1.58
H  1.55  0.60  -2.18
H  -0.59  0.93  -2.63
H  -0.84  1.75  -1.00
H  -1.86  -0.32  0.00
H  2.39  1.77  -0.28
H  1.67  0.67  0.65
H  0.80  2.04  0.16
H  -0.11  1.57  3.02
H  -0.33  0.56  2.03
O  -0.13  1.53  2.06
H  -1.51  -1.56  2.64
H  -0.13  -1.91  2.15
O  -0.66  -1.15  2.42